(w)
{
  "formula": "C7H12",
  "method": "ωB97M-V with the def2-TZVPD basis set",
  "lumo_ev": 1.11,
  "homo_lumo_gap_ev": 10.02,
  "smiles": "C=C(C)C/C=C/C",
  "homo_energy_ev": -8.91,
  "elements": ["C", "C", "C", "C", "C", "C", "C", "H", "H", "H", "H", "H", "H", "H", "H", "H", "H", "H", "H"],
  "xyz": [[2.10563, 0.64303, 0.47076], [0.76100, 1.31782, 0.32971], [0.11635, 1.68191, 1.44926], [-0.01760, 0.94687, -0.93505], [-0.22928, -0.54978, -0.91972], [-1.32908, -1.10801, -0.44277], [-1.44441, -2.55403, -0.07082], [2.80151, 1.28644, 1.01541], [2.08421, -0.22484, 1.12824], [2.55627, 0.38233, -0.48416], [0.53687, 1.50058, 2.42533], [-0.76827, 2.28502, 1.27592], [0.74644, 1.14459, -1.69050], [-1.00453, 1.40658, -0.94192], [0.58520, -1.19202, -1.23344], [-2.25859, -0.55459, -0.34721], [-0.67366, -3.16161, -0.55575], [-2.39997, -2.98644, -0.36899], [-1.26127, -2.65951, 0.99936]],
  "mulliken_charge": [-1.435, 0.829, -0.956, -1.026, -0.070, -0.106, -1.187, 0.413, 0.296, 0.382, 0.291, 0.290, 0.305, 0.434, 0.298, 0.324, 0.333, 0.338, 0.247]
}

(x)
{
  "formula": "C7H12",
  "method": "ωB97M-V with the def2-TZVPD basis set",
  "lumo_ev": [-0.99, 0.44],
  "homo_lumo_gap_ev": [6.66, 9.25],
  "homo_energy_ev": [-7.65, -8.81],
  "elements": ["C", "C", "C", "C", "C", "C", "C", "H", "H", "H", "H", "H", "H", "H", "H", "H", "H", "H", "H"],
  "xyz": [[2.35619, -2.02490, 0.06537], [2.20086, -0.71129, -0.45081], [0.64961, -0.24452, -0.17557], [0.46560, 1.18664, -0.73295], [-0.91113, 1.51408, -0.41909], [-2.04134, 1.42409, 0.01774], [-3.19871, 0.90793, 0.66991], [2.57420, -2.19289, 1.11537], [-1.93976, -1.16458, 1.26110], [2.19957, -2.89924, -0.55882], [2.79927, 0.04794, 0.06512], [2.33446, -0.64039, -1.53542], [0.47105, -0.29465, 0.89905], [-0.01532, -0.96132, -0.65887], [1.17604, 1.86654, -0.24757], [0.66990, 1.19797, -1.80974], [-2.76254, -0.16722, 1.04854], [-4.04837, 0.71570, 0.00837], [-3.51432, 1.46792, 1.55477]],
  "mulliken_charge": [-0.920, -0.414, -0.652, -0.499, -0.312, 0.370, -0.732, 0.323, 0.094, 0.318, 0.304, 0.315, 0.348, 0.371, 0.314, 0.320, -0.149, 0.298, 0.301]
}

(y)
{
  "formula": "C7H12",
  "method": "ωB97M-V with the def2-TZVPD basis set",
  "lumo_ev": 1.03,
  "homo_lumo_gap_ev": 9.51,
  "smiles": "C=C(C)/C(C)=C/C",
  "homo_energy_ev": -8.48,
  "elements": ["C", "C", "C", "C", "C", "C", "C", "H", "H", "H", "H", "H", "H", "H", "H", "H", "H", "H", "H"],
  "xyz": [[-1.37440, 0.24256, -1.88532], [-1.13804, 0.37284, -0.39835], [-2.20302, 0.48896, 0.40024], [0.85994, -0.97567, -0.05190], [0.20168, 0.17142, 0.19513], [0.70419, 1.23925, 1.11517], [2.16141, -1.43994, 0.52527], [-0.71805, -0.55050, -2.26464], [-2.42542, 0.05503, -2.07486], [-1.08245, 1.06457, -2.54817], [-2.04709, 0.58423, 1.46468], [-3.20322, 0.48095, -0.00348], [0.37254, -1.64313, -0.75587], [0.12390, 1.37775, 2.03752], [1.70808, 1.05344, 1.47189], [0.59837, 2.22755, 0.66439], [1.96902, -2.24525, 1.24360], [2.83167, -1.83299, -0.23706], [2.66090, -0.67109, 1.10177]],
  "mulliken_charge": [-1.131, 0.608, -1.013, -0.327, 0.810, -1.312, -1.223, 0.263, 0.352, 0.279, 0.252, 0.303, 0.303, 0.273, 0.339, 0.338, 0.268, 0.313, 0.305]
}

(z)
{
  "formula": "C7H12",
  "method": "ωB97M-V with the def2-TZVPD basis set",
  "lumo_ev": 0.57,
  "homo_lumo_gap_ev": 8.56,
  "homo_energy_ev": -7.99,
  "elements": ["C", "C", "C", "C", "C", "C", "C", "H", "H", "H", "H", "H", "H", "H", "H", "H", "H", "H", "H"],
  "xyz": [[-2.09821, -0.39542, 0.92934], [-1.30636, -0.63514, -0.33384], [-0.27444, 0.39400, -1.15154], [0.85143, 1.17516, -0.83026], [1.38540, 0.90209, 0.55824], [0.94665, -0.56590, 0.77484], [0.09970, -0.89629, -0.47883], [-2.97815, 0.21738, 0.70947], [-2.45266, -1.35652, 1.32178], [-1.52241, 0.10291, 1.71188], [-1.94589, -0.93941, -1.16272], [-0.58800, 0.38532, -2.19003], [1.81484, -0.14881, -1.52941], [1.12240, 2.06987, -1.38488], [2.47207, 1.01086, 0.60578], [0.96253, 1.60413, 1.29272], [0.38984, -0.69810, 1.70690], [1.80386, -1.24121, 0.82323], [1.31741, -0.98493, -1.37265]],
  "mulliken_charge": [-1.381, -0.032, -0.273, -0.746, -0.236, -1.063, 0.376, 0.378, 0.329, 0.311, 0.407, 0.256, 0.147, 0.341, 0.298, 0.265, 0.343, 0.363, -0.082]
}

Which one is the most stable? From the structures above, (y).